Record 1
Formula: C46H113N3O17S4
Source: the Open Molecules 2025 dataset
Level of theory: ωB97M-V/def2-TZVPD

Each line ends with the Löwdin charge.
Positions of all 183 atoms, in Å:
C -4.975 -0.878 1.197  -0.04
C -4.606 -0.459 2.689  -0.46
C -5.349 0.829 3.073  -0.04
O -4.995 -1.483 3.597  -0.05
H -6.010 -0.626 0.964  0.07
H -4.779 -1.944 1.075  0.07
H -4.376 -0.441 0.399  0.05
H -3.527 -0.415 2.541  0.10
H -5.185 1.650 2.377  0.06
H -4.987 1.151 4.050  0.06
H -6.377 0.577 3.334  0.09
H -4.469 -2.251 3.363  0.03
C -2.368 1.968 7.181  -0.05
C -1.462 1.977 5.924  -0.47
C -2.245 1.476 4.695  -0.05
O -1.064 3.323 5.607  -0.06
H -3.284 2.451 6.842  0.08
H -1.965 2.502 8.041  0.07
H -2.604 0.943 7.466  0.08
H -0.640 1.297 6.148  0.12
H -3.045 2.202 4.546  0.07
H -2.610 0.472 4.910  0.09
H -1.585 1.480 3.828  0.07
H -0.601 3.602 6.400  0.08
C 2.711 5.754 -1.659  -0.07
C 1.986 4.541 -2.083  -0.52
C 1.596 3.669 -0.941  -0.07
O 0.887 4.926 -2.886  -0.04
H 2.946 6.386 -2.515  0.09
H 3.659 5.654 -1.129  0.08
H 2.093 6.285 -0.936  0.08
H 2.656 3.989 -2.741  0.14
H 0.697 3.081 -1.124  0.06
H 1.318 4.158 -0.007  0.07
H 2.400 2.987 -0.665  0.08
H 0.173 5.109 -2.270  0.03
C -2.723 -2.877 -2.643  -0.06
C -2.769 -4.218 -3.356  -0.52
C -3.359 -5.321 -2.481  -0.04
O -3.532 -4.085 -4.484  -0.02
H -2.267 -2.066 -3.209  0.06
H -2.117 -2.990 -1.744  0.07
H -3.693 -2.517 -2.301  0.08
H -1.701 -4.358 -3.525  0.12
H -4.435 -5.222 -2.339  0.09
H -2.854 -5.414 -1.520  0.06
H -3.189 -6.271 -2.987  0.08
H -4.153 -3.363 -4.370  0.09
C 1.080 -1.018 4.837  -0.06
C 2.017 -2.235 4.636  -0.44
C 1.812 -3.267 5.757  -0.04
O 1.731 -2.823 3.365  -0.10
H 0.957 -0.381 3.961  0.05
H 1.529 -0.393 5.608  0.07
H 0.065 -1.296 5.121  0.08
H 3.051 -1.912 4.516  0.13
H 1.873 -2.840 6.758  0.08
H 2.619 -3.993 5.666  0.08
H 0.917 -3.882 5.657  0.05
H 1.718 -2.138 2.692  0.01
C -4.601 0.965 -3.024  -0.05
C -4.641 2.257 -3.851  -0.48
C -5.200 2.109 -5.280  -0.04
O -5.515 3.047 -3.101  -0.06
H -5.631 0.607 -3.033  0.08
H -4.479 1.241 -1.977  0.05
H -3.927 0.146 -3.276  0.06
H -3.617 2.626 -3.896  0.13
H -5.805 1.217 -5.447  0.08
H -4.444 2.293 -6.043  0.07
H -5.876 2.927 -5.531  0.08
H -6.426 2.778 -3.234  0.10
C 2.020 -2.427 -7.667  -0.06
C 1.461 -0.983 -7.600  -0.40
C 0.754 -0.566 -6.268  -0.22
O -0.465 -1.241 -6.235  -0.18
C -1.520 -0.360 -6.560  -0.11
N 2.582 -0.101 -7.926  0.01
H 2.175 -2.926 -8.623  0.07
H 1.151 -3.007 -7.354  0.07
H 2.902 -2.637 -7.062  0.08
H 0.796 -0.805 -8.445  0.13
H 0.617 0.515 -6.238  0.12
H 1.437 -0.648 -5.423  0.11
H -1.397 0.111 -7.535  0.09
H -1.730 0.362 -5.770  0.08
H -2.332 -0.998 -6.906  0.09
H 3.217 -0.523 -8.588  0.07
H 3.147 -0.177 -7.092  0.06
C 4.986 -0.876 1.797  -0.02
C 4.842 0.196 0.677  -0.41
C 6.141 0.929 0.119  -0.14
O 6.732 1.711 1.194  -0.19
C 7.823 2.472 0.801  -0.14
N 4.040 -0.460 -0.275  0.02
H 5.163 -0.477 2.796  0.07
H 5.988 -1.275 1.637  0.08
H 4.280 -1.706 1.814  0.07
H 4.303 1.068 1.049  0.09
H 5.977 1.513 -0.786  0.12
H 6.785 0.116 -0.219  0.12
H 8.257 3.090 1.587  0.09
H 7.522 3.139 -0.006  0.08
H 8.602 1.843 0.368  0.09
H 4.533 -1.336 -0.370  0.04
H 4.018 -0.030 -1.189  0.09
C -0.792 -0.885 1.217  -0.05
C 0.525 -0.901 0.520  -0.40
C 0.543 0.028 -0.740  -0.16
O -0.297 -0.539 -1.772  -0.20
C -0.487 0.396 -2.828  -0.08
N 1.623 -0.765 1.457  0.09
H -1.024 0.173 1.347  0.07
H -0.686 -1.368 2.188  0.07
H -1.620 -1.370 0.700  0.08
H 0.469 -1.918 0.130  0.11
H 1.586 0.080 -1.052  0.09
H 0.307 1.062 -0.489  0.10
H -1.013 1.227 -2.358  0.08
H -1.216 -0.069 -3.491  0.06
H 0.455 0.680 -3.298  0.10
H 1.694 0.231 1.610  0.04
H 2.482 -0.895 0.941  0.04
C 1.391 -3.103 -3.202  -0.20
C 1.017 -4.003 -2.006  -0.24
C 2.182 -4.861 -1.683  -0.23
S 3.618 -3.792 -1.924  0.76
O 4.529 -4.449 -2.898  -0.36
O 4.185 -3.316 -0.654  -0.35
C 2.719 -2.391 -2.836  -0.16
H 0.573 -2.403 -3.374  0.10
H 1.546 -3.810 -4.017  0.12
H 0.133 -4.567 -2.302  0.11
H 0.735 -3.281 -1.240  0.09
H 2.182 -5.731 -2.340  0.12
H 2.252 -5.312 -0.693  0.10
H 3.386 -1.979 -3.594  0.10
H 2.508 -1.584 -2.135  0.06
C -4.006 3.203 0.314  -0.25
C -2.860 2.703 1.114  -0.24
C -1.824 3.835 1.200  -0.14
S -2.314 5.177 -0.114  0.75
O -1.159 5.563 -0.916  -0.34
O -3.110 6.186 0.584  -0.32
C -3.470 4.014 -0.875  -0.21
H -4.710 3.759 0.933  0.12
H -4.614 2.346 0.023  0.10
H -2.579 1.873 0.467  0.10
H -3.026 2.115 2.017  0.09
H -0.898 3.308 0.971  0.07
H -1.755 4.303 2.182  0.10
H -2.868 3.385 -1.530  0.10
H -4.134 4.634 -1.479  0.11
C 3.512 5.130 2.977  -0.19
C 2.772 4.947 4.341  -0.20
C 1.907 3.725 4.078  -0.21
S 2.860 2.500 3.070  0.69
O 2.016 2.140 1.955  -0.35
O 3.531 1.523 3.931  -0.32
C 4.102 3.724 2.588  -0.20
H 4.260 5.916 3.083  0.11
H 2.831 5.481 2.202  0.10
H 2.159 5.816 4.584  0.12
H 3.507 4.876 5.142  0.12
H 1.045 3.954 3.451  0.10
H 1.608 3.185 4.976  0.09
H 4.489 3.587 1.579  0.09
H 4.923 3.557 3.285  0.10
C -0.156 -4.960 1.470  -0.20
C 0.081 -5.650 2.848  -0.20
C -0.789 -4.940 3.897  -0.18
S -2.383 -4.394 3.040  0.74
O -2.568 -2.937 3.143  -0.35
O -3.504 -5.257 3.339  -0.33
C -1.687 -4.724 1.369  -0.21
H 0.127 -5.653 0.678  0.10
H 0.495 -4.088 1.539  0.09
H 1.140 -5.609 3.105  0.11
H -0.183 -6.693 2.673  0.11
H -0.343 -3.953 4.018  0.05
H -0.991 -5.340 4.891  0.11
H -2.069 -3.950 0.703  0.08
H -2.110 -5.677 1.052  0.09

Computed properties:
- E (Eh) = -4856.294777
- E_LUMO (eV) = 0.25
- HOMO energy (eV) = -9.3
- Kohn-Sham gap (eV) = 9.55

Record 2
Formula: C18H26N7O6
Source: the Open Molecules 2025 dataset
Level of theory: ωB97M-V/def2-TZVPD

Each line ends with the natural charge from an NBO analysis.
Positions of all 57 atoms, in Å:
O -3.348 -3.553 7.467  -0.55
O 0.384 -1.893 -4.466  -0.64
O 3.624 -0.306 -0.913  -0.64
O -0.309 -1.596 0.174  -0.37
O -1.198 0.314 -0.379  -0.44
O -4.473 -1.643 7.918  -0.67
C -3.699 -2.434 7.142  0.75
C 0.670 -2.325 -3.357  0.68
C 3.608 -0.393 -2.131  0.67
C -2.427 -2.467 4.930  -0.18
C -3.287 -1.900 5.845  0.03
C -0.128 3.504 -0.463  0.67
C -3.300 0.558 3.157  -0.22
C -2.608 0.493 1.945  -0.20
C -1.624 -1.626 2.590  -0.11
C -2.334 -1.560 3.793  -0.12
C -3.153 -0.475 4.072  0.18
C -1.744 -0.587 1.635  0.03
N 0.940 4.019 0.076  -0.76
N -3.717 -0.686 5.319  -0.50
N 4.759 -0.354 -2.806  -0.60
N -0.152 3.083 -1.715  -0.55
N 1.555 -1.726 -2.554  -0.61
N -1.042 -0.629 0.407  0.51
N -1.197 3.417 0.276  -0.75
C 0.008 -3.579 -2.833  -0.71
C 4.960 -0.450 -4.254  -0.42
C 0.912 3.205 -2.735  -0.22
C 1.972 2.091 -2.665  -0.42
C 1.339 0.697 -2.537  -0.41
C 2.269 -0.479 -2.879  -0.13
H -4.634 -2.173 8.715  0.51
H -1.922 -3.423 5.045  0.25
H -3.962 1.389 3.377  0.23
H -2.771 1.294 1.236  0.22
H -0.993 -2.493 2.409  0.25
H 1.781 4.051 -0.471  0.43
H 0.949 4.312 1.034  0.42
H -4.369 -0.057 5.789  0.43
H 5.580 -0.296 -2.224  0.41
H -0.989 2.607 -2.012  0.43
H 1.706 -2.132 -1.641  0.42
H -2.035 3.030 -0.118  0.42
H -1.175 3.733 1.228  0.42
H -0.653 -3.978 -3.603  0.25
H -0.575 -3.337 -1.947  0.23
H 0.768 -4.318 -2.590  0.23
H 4.481 0.388 -4.764  0.20
H 6.028 -0.430 -4.481  0.23
H 4.545 -1.388 -4.631  0.21
H 1.405 4.177 -2.657  0.21
H 0.442 3.161 -3.721  0.24
H 2.626 2.269 -1.810  0.20
H 2.573 2.133 -3.575  0.22
H 1.015 0.579 -1.505  0.23
H 0.465 0.640 -3.189  0.22
H 2.452 -0.458 -3.953  0.23

Computed properties:
- E (Eh) = -1536.040439
- E_LUMO (eV) = -3.33
- HOMO energy (eV) = -11.2
- net charge = +1
- Kohn-Sham gap (eV) = 7.83

Record 3
Formula: C29H44IrN2O3P
Source: the Open Molecules 2025 dataset
Level of theory: ωB97M-V/def2-TZVPD

Each line ends with the Löwdin charge.
Positions of all 80 atoms, in Å:
Ir -0.107 -0.082 0.025  0.90
C 3.747 1.265 1.314  -0.01
C 3.042 -0.086 1.272  -0.50
C 4.032 -1.230 1.453  -0.01
O 2.372 -0.250 0.001  -0.13
C 2.001 -0.091 2.439  -0.65
O 2.474 -0.138 3.572  0.03
O 0.768 -0.025 2.128  -0.18
H 4.526 1.321 0.546  0.09
H 4.204 1.400 2.292  0.10
H 3.029 2.073 1.157  0.08
H 4.882 -1.117 0.776  0.09
H 3.541 -2.181 1.250  0.08
H 4.386 -1.233 2.482  0.09
H 2.814 0.319 -0.637  0.09
C -2.449 0.684 -2.680  -0.07
C -2.858 1.159 -1.285  -0.68
C -2.733 2.694 -1.232  -0.05
C -4.341 0.801 -1.052  -0.05
C -2.031 0.565 -0.189  -0.14
H -3.021 1.221 -3.441  0.08
H -2.650 -0.382 -2.794  0.06
H -1.387 0.860 -2.855  0.07
H -3.437 3.135 -1.940  0.09
H -1.726 3.011 -1.506  0.06
H -2.965 3.075 -0.235  0.09
H -4.953 1.202 -1.863  0.09
H -4.698 1.220 -0.109  0.09
H -4.479 -0.281 -1.020  0.07
H -2.495 0.749 0.791  0.05
N -1.321 5.565 2.830  0.18
C -0.807 4.949 2.009  -0.17
C -0.183 4.210 0.959  -0.19
C 0.337 4.870 -0.158  0.01
C 0.919 4.104 -1.149  -0.04
C 0.967 2.729 -1.001  -0.12
N 0.454 2.095 0.055  -0.05
C -0.103 2.824 1.020  -0.07
H 0.284 5.948 -0.225  0.13
H 1.347 4.563 -2.029  0.12
H 1.429 2.107 -1.756  0.12
H -0.477 2.280 1.879  0.13
C -2.019 -4.721 0.449  -0.08
C -1.934 -3.201 0.337  -0.66
C -2.944 -2.689 -0.690  -0.09
C -2.253 -2.576 1.706  -0.09
P -0.205 -2.561 -0.101  1.09
C 0.804 -3.539 1.068  -0.33
C 1.319 -4.811 0.815  -0.11
C 2.070 -5.472 1.772  -0.08
C 2.324 -4.880 3.003  -0.07
C 1.799 -3.627 3.275  -0.06
C 1.043 -2.966 2.318  -0.10
C 0.315 -3.098 -1.856  -0.66
C -0.184 -2.025 -2.832  -0.13
C -0.213 -4.444 -2.354  -0.09
C 1.850 -3.077 -1.880  -0.09
H -3.026 -4.996 0.771  0.09
H -1.319 -5.103 1.192  0.08
H -1.825 -5.221 -0.501  0.06
H -3.957 -2.957 -0.377  0.09
H -2.775 -3.119 -1.679  0.07
H -2.874 -1.604 -0.759  0.03
H -3.305 -2.746 1.950  0.09
H -2.068 -1.500 1.696  0.05
H -1.648 -3.023 2.495  0.08
H 1.122 -5.313 -0.120  0.08
H 2.460 -6.458 1.552  0.10
H 2.922 -5.398 3.741  0.10
H 1.991 -3.141 4.223  0.11
H 0.633 -1.990 2.549  0.08
H -1.262 -2.092 -2.974  0.06
H 0.300 -2.149 -3.806  0.09
H 0.035 -1.021 -2.454  0.02
H -1.301 -4.448 -2.422  0.06
H 0.091 -5.282 -1.729  0.06
H 0.183 -4.623 -3.357  0.09
H 2.234 -2.162 -1.425  0.06
H 2.196 -3.121 -2.916  0.09
H 2.283 -3.922 -1.348  0.07

Computed properties:
- E (Eh) = -1912.263379
- E_LUMO (alpha / beta) (eV) = -0.65 / -0.65
- HOMO energy (alpha / beta) (eV) = -6.3 / -6.0
- Kohn-Sham gap (alpha / beta) (eV) = 5.67 / 5.35